Formula: C15H19F3N4O2
Source: the Open Molecules 2025 dataset
Level of theory: ωB97M-V/def2-TZVPD

Summary:
gap between HOMO and LUMO	8.91	eV
maximum force	4.848	eV/Å
LUMO level	0.559	eV
calculated total energy	-1252.01212	a.u.
SMILES string	CC1(C)NCCN(CC(=O)N[C@@H](c2ccccn2)C(F)(F)F)C1=O

Last column: natural (NBO) charge in e.
Cartesian coordinates (Å):
1 O 0.24 2.81 2.69  -0.623
2 O 2.46 0.20 -0.31  -0.643
3 F -0.91 0.00 5.88  -0.302
4 F 0.34 -1.70 5.36  -0.331
5 F 1.39 0.25 5.75  -0.316
6 N -2.03 -1.24 3.06  -0.407
7 C 1.15 2.00 2.50  0.652
8 C 1.83 1.14 -0.83  0.708
9 C -2.56 -2.23 2.28  0.035
10 C -0.69 -0.97 2.98  0.206
11 C -1.74 -3.07 1.47  -0.246
12 C 0.14 -1.93 2.35  -0.244
13 C -0.36 -2.90 1.57  -0.185
14 N 1.66 2.29 -0.03  -0.443
15 N 1.16 0.72 2.90  -0.604
16 N 1.25 2.36 -2.89  -0.680
17 C 2.13 2.46 1.39  -0.279
18 C 2.28 0.43 -3.28  -0.602
19 C -0.05 0.39 -2.43  -0.591
20 C 0.24 -0.32 5.26  0.981
21 C 0.62 3.17 -0.58  -0.235
22 C 0.92 3.61 -2.14  -0.206
23 C 0.03 0.15 3.77  -0.181
24 C 1.36 1.02 -2.30  0.024
25 H -3.59 -2.32 2.20  0.198
26 H -2.11 -3.80 0.69  0.227
27 H 1.26 -1.99 2.33  0.216
28 H 0.44 -3.39 0.94  0.227
29 H 1.89 0.06 2.51  0.432
30 H 1.08 2.30 -3.89  0.375
31 H 3.09 1.96 1.47  0.225
32 H 2.31 3.57 1.54  0.235
33 H 3.19 0.97 -3.02  0.231
34 H 1.96 0.53 -4.33  0.216
35 H 2.55 -0.63 -3.02  0.221
36 H -0.05 -0.66 -2.53  0.208
37 H -0.49 0.75 -3.27  0.205
38 H -0.73 0.64 -1.53  0.205
39 H 0.38 4.01 0.00  0.231
40 H -0.39 2.68 -0.54  0.193
41 H 0.03 4.19 -2.65  0.188
42 H 1.78 4.23 -2.34  0.193
43 H -0.69 1.01 3.79  0.287

---

Formula: C15H19N2O7
Source: the Open Molecules 2025 dataset
Level of theory: ωB97M-V/def2-TZVPD

Summary:
gap between HOMO and LUMO	7.60	eV
maximum force	1.934	eV/Å
LUMO level	2.438	eV
calculated total energy	-1219.35233	a.u.
charge	-1

Last column: natural (NBO) charge in e.
Cartesian coordinates (Å):
1 O 2.60 5.14 -1.36  -0.610
2 O -0.31 -2.93 -3.48  -0.662
3 O 0.32 -0.85 2.81  -0.827
4 O -3.19 -0.93 -1.98  -0.646
5 O -0.63 -2.70 3.61  -0.745
6 O 3.52 6.51 0.18  -0.680
7 O 0.93 1.09 1.17  -0.718
8 C 2.82 5.41 -0.19  0.773
9 C 0.04 -1.91 -2.91  0.681
10 C -0.18 -2.00 2.68  0.775
11 C -2.86 -2.04 -1.55  0.678
12 C 1.87 4.01 3.22  -0.211
13 C 1.40 2.74 2.88  -0.257
14 C 2.34 4.88 2.22  -0.215
15 C 1.83 3.21 0.55  -0.181
16 C 1.38 2.33 1.54  0.309
17 C 2.33 4.50 0.87  -0.188
18 N -3.77 -3.01 -1.53  -0.612
19 N -0.40 -1.56 -1.71  -0.590
20 C 1.03 -0.98 -3.55  -0.704
21 C -3.59 -4.37 -1.02  -0.420
22 C -0.27 -2.57 1.26  -0.505
23 C -1.42 -1.90 0.50  -0.388
24 C -1.45 -2.29 -0.98  -0.134
25 H 3.75 6.94 -0.66  0.493
26 H 0.73 0.48 1.95  0.538
27 H 1.88 4.32 4.26  0.209
28 H 1.04 2.06 3.64  0.236
29 H 2.72 5.86 2.51  0.213
30 H 1.80 2.87 -0.48  0.229
31 H -4.67 -2.76 -1.91  0.400
32 H -0.07 -0.70 -1.30  0.412
33 H 1.42 -1.44 -4.45  0.231
34 H 0.53 -0.05 -3.80  0.230
35 H 1.85 -0.78 -2.85  0.223
36 H -4.54 -4.91 -1.06  0.205
37 H -2.86 -4.90 -1.63  0.203
38 H -3.24 -4.34 0.01  0.206
39 H -0.43 -3.65 1.29  0.199
40 H 0.67 -2.38 0.74  0.202
41 H -1.34 -0.82 0.59  0.226
42 H -2.35 -2.21 0.98  0.210
43 H -1.23 -3.35 -1.06  0.215